17
Properties=species:S:1:pos:R:3:forces:R:3:lowdin_charge:R:1 method="wB97M-V/def2-TZVPD" lumo_energy_ha=0.01992 relative_energy_ev=2.994 energy_ha=-446.1527 homo_energy_ev=-9.20 homo_lumo_gap_ev=9.742
C 1.893 -0.096 -0.105 2.6 -1.6 -2.2 -0.05
C 0.385 0.034 -0.190 -0.2 -0.1 0.7 -0.41
C -0.222 0.885 -1.268 1.3 -0.5 -0.4 -0.10
F 0.426 2.163 -1.149 -1.2 -1.2 -0.6 -0.06
C -0.515 -1.082 0.377 0.0 0.6 -0.1 -0.21
O -1.767 -1.224 -0.228 0.0 1.2 -1.5 -0.01
C -0.272 0.216 1.122 0.9 -1.7 3.4 -0.33
O -1.273 1.055 1.519 -3.9 0.5 -2.6 -0.01
H 2.376 -0.310 0.989 -1.4 0.8 -2.8 0.12
H 2.333 0.864 -0.663 -0.6 -2.1 1.7 0.11
H 2.251 -1.089 -0.847 -0.9 2.8 2.2 0.14
H -0.032 0.416 -2.266 0.1 0.9 0.5 0.14
H -1.306 0.908 -1.135 0.2 0.7 -0.1 0.11
H -0.131 -2.051 0.635 0.7 0.0 0.4 0.14
H -2.370 -1.766 0.253 -0.3 -0.6 0.9 0.09
H 0.348 0.116 2.067 -0.2 0.0 -1.5 0.17
H -2.124 0.960 0.888 2.9 0.2 2.0 0.17